No. 1
Formula: C6H9NOS4
Source: the OMol25 dataset
Level of theory: wB97M-V/def2-TZVPD

```
21
Properties=species:S:1:pos:R:3:forces:R:3
C -0.5058 0.9556 0.6832 -0.19 0.05 0.35
C -0.6273 0.1472 -2.0752 0.13 -0.18 0.18
C 0.6970 0.7183 -1.5793 -0.08 -0.04 -0.23
C -1.1983 -0.7533 -0.9893 0.04 -0.03 -0.30
C 0.8750 -1.3790 1.7954 0.41 -0.45 0.35
C 0.4392 1.5330 -0.3383 0.59 0.50 0.00
N -1.3293 -0.0121 0.2448 -0.57 -0.01 -0.07
O -0.5743 1.3961 1.8193 -0.15 0.14 0.08
S 0.2133 3.3176 -0.5551 -0.43 0.10 -0.23
S 1.8256 2.4489 0.3563 0.23 -0.38 0.06
S 1.5397 -2.9056 1.4982 -0.21 0.53 -0.12
S 0.6586 -0.9203 3.4055 0.21 -0.50 -0.42
H -1.3239 0.9625 -2.2824 -0.04 -0.01 -0.07
H -0.4770 -0.4236 -2.9909 -0.04 -0.01 -0.03
H 1.3820 -0.0971 -1.3289 -0.03 -0.01 0.00
H 1.1672 1.3428 -2.3410 0.04 -0.01 0.15
H -2.1866 -1.1249 -1.2702 0.09 -0.01 0.03
H -0.5325 -1.6134 -0.8310 -0.08 0.02 -0.06
H -1.9218 -0.4110 0.9594 0.14 0.11 0.03
H 1.7685 -3.4514 2.7120 0.04 -0.13 0.26
H 0.1106 0.2696 3.1072 -0.11 0.30 0.06
```
Forces are in eV/Å.

## Properties
- total charge = 0
- spin multiplicity = 1
- DFT total energy (eV) = -53244.731
- ΔE to the lowest compared entry with this formula, charge and spin (kJ/mol) = 5.5

No. 2
Formula: C6H9NOsS
Source: the OMol25 dataset
Level of theory: wB97M-V/def2-TZVPD

```
18
Properties=species:S:1:pos:R:3:forces:R:3
Os -1.0306 -0.6535 -1.0361 0.61 -5.36 -1.83
C 0.9352 0.4571 -3.9767 -1.01 -0.05 0.47
H 0.7984 -0.4330 -4.6700 0.44 1.57 0.56
H 0.7117 0.0005 -2.9397 -0.10 0.43 -0.49
H 0.2708 1.3594 -4.1775 0.46 -1.54 0.13
H 1.9353 0.8840 -3.8471 0.03 -0.61 -0.39
H -2.0963 -1.3568 -1.9148 -1.64 0.01 -1.70
S -0.9473 1.3619 -0.7114 -0.01 3.84 0.31
C -0.3228 0.6028 0.7729 0.80 1.24 4.00
C -0.2384 1.2837 2.0135 -0.54 -0.30 -1.83
C -0.0036 0.5110 3.1451 0.25 0.15 0.72
C 0.1275 -0.8811 3.0909 -0.02 -1.27 -1.54
C -0.0030 -1.5375 1.8615 0.26 1.89 -0.39
N -0.1529 -0.7281 0.7476 0.36 -1.17 0.87
H -0.4433 2.3450 1.8921 0.27 -0.02 1.05
H 0.0794 0.9411 4.1443 -0.06 0.32 -0.38
H 0.3460 -1.5445 3.9236 -0.19 0.56 0.29
H 0.0339 -2.6120 1.6817 0.10 0.33 0.15
```
Forces are in eV/Å.

## Properties
- total charge = +2
- <S²> = 6.017
- spin multiplicity = 5
- DFT total energy (eV) = -21135.851
- ΔE to the lowest compared entry with this formula, charge and spin (kJ/mol) = 62.3

No. 3
Formula: C6H9NS
Source: the OMol25 dataset
Level of theory: wB97M-V/def2-TZVPD

```
17
Properties=species:S:1:pos:R:3:forces:R:3
C 1.6637 1.3214 -0.0799 0.79 -0.02 -0.56
C 0.4600 0.7045 -0.7933 -0.40 1.00 0.13
C -0.2484 -0.3740 -0.1617 -0.33 -0.54 -0.07
C -1.2809 -1.1232 -0.7531 0.33 0.51 1.02
C 0.0134 -0.8069 1.2305 0.94 0.11 1.46
C 0.3486 -0.0611 2.3080 -0.86 1.42 -1.55
H 2.2790 1.7946 -0.8810 -0.30 -0.43 0.72
H 1.4213 2.1322 0.6229 -0.30 -0.32 -0.27
H 2.2620 0.5834 0.4900 -0.36 0.30 -0.37
H -1.7408 -1.9443 -0.1459 0.50 0.80 -0.64
H -1.4808 -0.1323 -2.5337 -0.24 -0.27 0.54
H -2.7443 -1.4178 -2.1438 2.27 1.26 0.20
H -0.0333 -1.8832 1.4556 -0.03 0.29 -0.45
H 0.3029 1.0690 2.2736 0.32 -1.48 -0.01
H 0.5716 -0.4929 3.2601 -0.02 -0.32 0.33
N -1.8368 -0.8892 -1.9209 -2.32 -1.20 -1.18
S 0.0425 1.5200 -2.2273 -0.01 -1.11 0.70
```
Forces are in eV/Å.

## Properties
- SMILES string = C=C/C(=C/N)C(C)=S
- total charge = 0
- spin multiplicity = 1
- DFT total energy (eV) = -18691.824
- ΔE to the lowest compared entry with this formula, charge and spin (kJ/mol) = 133.8

No. 4
Formula: C6H9NS
Source: the OMol25 dataset
Level of theory: wB97M-V/def2-TZVPD

```
17
Properties=species:S:1:pos:R:3:forces:R:3
C -2.0916 0.0573 -0.1607 -2.10 3.38 -0.65
C -0.9349 -0.6794 0.6814 -0.76 -0.40 -7.98
C -0.4817 -1.9817 -0.0720 3.44 1.16 2.30
C 1.5120 -0.2712 -0.0629 2.24 -3.48 0.88
C 1.8855 1.0255 0.3067 1.49 1.77 2.05
C 1.3478 2.0839 -0.2111 -1.11 5.14 0.50
H -3.2694 0.1595 0.3036 3.64 -0.56 -0.95
H -2.2340 -0.2896 -1.2406 0.42 -0.49 1.77
H -1.8266 1.2662 -0.5436 -0.41 -3.30 1.95
H -0.7453 -0.4683 1.6330 0.38 0.55 3.98
H -1.0057 -2.1980 -0.9399 -1.09 -0.17 -1.46
H 0.0947 -2.9190 0.2876 -1.00 1.98 0.17
H 2.6935 0.9989 1.0376 0.02 0.49 -0.45
H 1.5088 3.3012 -0.0162 0.16 -3.75 -0.31
H 0.4381 1.9090 -0.7219 -0.65 0.03 -1.16
N 0.2967 -0.6923 -0.1857 -4.93 -1.57 0.05
S 2.8122 -1.3019 -0.0954 0.26 -0.77 -0.67
```
Forces are in eV/Å.

## Properties
- SMILES string = C=CC(=S)N1C[C@@H]1C
- total charge = 0
- spin multiplicity = 1
- DFT total energy (eV) = -18688.176
- ΔE to the lowest compared entry with this formula, charge and spin (kJ/mol) = 485.8

No. 5
Formula: C6H9NS
Source: the OMol25 dataset
Level of theory: wB97M-V/def2-TZVPD

```
17
Properties=species:S:1:pos:R:3:forces:R:3
C 0.6789 2.0914 -0.6197 0.94 1.46 0.10
C 0.0916 -0.2192 -0.0604 -0.77 -2.25 -2.39
C 0.2681 -1.7136 -0.2812 0.06 -0.92 0.50
C 1.3639 -0.8595 0.3489 0.48 -1.75 3.10
C -1.1203 0.0878 0.7985 -0.44 -0.94 0.80
C -2.3675 -0.4661 0.0309 -0.62 -1.33 0.01
H 0.7758 2.9795 -1.2839 0.30 -0.57 0.49
H -0.0803 2.4352 0.1888 1.43 -0.89 -1.33
H 1.6989 1.7404 -0.2199 -1.59 1.26 -0.10
H -0.3033 -2.4443 0.3971 0.90 1.31 -1.23
H 0.4415 -2.0531 -1.3143 -0.19 0.14 0.67
H 1.3156 -1.0409 1.5225 0.93 0.43 -2.51
H 2.3845 -0.8419 -0.1752 -1.86 0.65 0.98
H -1.0978 1.1718 0.9236 -0.97 -0.25 0.33
H -1.0469 -0.4327 1.8613 -0.29 1.03 -2.26
N -3.2062 -1.1118 -0.4912 2.50 2.27 1.57
S 0.2036 0.6769 -1.6261 -0.84 0.36 1.30
```
Forces are in eV/Å.

## Properties
- SMILES string = CSC1(CC#N)CC1
- total charge = 0
- spin multiplicity = 1
- DFT total energy (eV) = -18690.526
- ΔE to the lowest compared entry with this formula, charge and spin (kJ/mol) = 259.0

No. 6
Formula: C6H9NS
Source: the OMol25 dataset
Level of theory: wB97M-V/def2-TZVPD

```
17
Properties=species:S:1:pos:R:3:forces:R:3
C -1.7398 1.7224 0.0162 -1.01 -0.16 1.31
C 0.1920 -2.6174 0.0366 3.58 -3.32 -0.39
C -0.7051 -1.6719 0.0874 -0.06 0.19 0.67
C -0.8777 -0.6920 -0.8600 1.53 3.20 -3.12
C 0.3862 1.0183 0.5999 -0.63 -2.13 -1.05
C 1.7005 1.3536 0.0168 0.91 1.46 -0.75
N -0.6499 1.8217 0.6008 1.43 0.97 0.36
S -2.2734 0.3836 -0.8993 0.88 -1.93 -1.32
H -2.5555 2.3206 0.3296 -0.66 1.14 -0.10
H 0.3403 -3.4176 0.8418 -0.24 1.52 -1.14
H 0.9761 -2.6685 -0.8419 -1.92 -0.10 1.58
H -1.1691 -1.4118 0.9837 -1.42 -0.56 1.65
H -0.1664 -0.7575 -1.7798 -1.81 0.25 1.32
H 0.3549 0.1166 1.2486 0.07 0.95 -0.18
H 2.2269 2.0614 0.7047 0.12 -1.11 0.10
H 1.7364 2.0432 -0.8911 -0.80 -1.29 0.72
H 2.2237 0.3953 -0.1941 0.04 0.90 0.34
```
Forces are in eV/Å.

## Properties
- total charge = 0
- spin multiplicity = 1
- DFT total energy (eV) = -18688.945
- ΔE to the lowest compared entry with this formula, charge and spin (kJ/mol) = 411.5

No. 7
Formula: C6H9O2
Source: the OMol25 dataset
Level of theory: wB97M-V/def2-TZVPD

```
17
Properties=species:S:1:pos:R:3:forces:R:3
C 2.2629 -0.9089 -1.4477 -0.33 0.00 0.27
C -0.5509 -1.1066 1.2557 0.02 -0.03 0.30
C -1.1805 -1.5182 -0.0513 -0.10 -0.15 -0.13
C -0.1455 -0.4308 -0.0212 0.29 0.01 -0.52
C 0.3381 2.0066 0.2922 -0.24 -0.02 -0.07
C -0.6631 0.9749 -0.2309 0.34 -0.14 -0.03
O 2.6520 0.1883 -1.5644 -0.04 0.33 0.01
O 2.2159 -2.0738 -1.5362 -0.19 -0.25 0.07
H -1.2162 -0.6159 1.9788 0.04 0.07 -0.14
H 0.1343 -1.8006 1.7382 0.02 0.03 0.03
H -0.9225 -2.4905 -0.4654 0.02 -0.01 -0.05
H -2.2478 -1.2917 -0.1679 0.11 0.12 0.03
H 1.2935 1.8649 -0.2059 0.11 0.00 0.00
H 0.4893 1.8660 1.3636 0.04 0.01 0.07
H -0.0036 3.0306 0.1201 -0.01 0.13 0.04
H -0.8071 1.1446 -1.3089 -0.05 0.01 0.11
H -1.6486 1.1611 0.2513 -0.03 -0.10 0.02
```
Forces are in eV/Å.

## Properties
- total charge = -1
- spin multiplicity = 1
- DFT total energy (eV) = -10461.743
- ΔE to the lowest compared entry with this formula, charge and spin (kJ/mol) = 219.5

No. 8
Formula: C6H9O2S
Source: the OMol25 dataset
Level of theory: wB97M-V/def2-TZVPD

```
18
Properties=species:S:1:pos:R:3:forces:R:3
C 1.3184 1.7102 1.5158 -2.13 -1.54 -2.01
C 0.4834 1.1279 0.8565 1.76 0.97 1.00
C 0.7051 -1.8536 0.7974 1.22 3.28 1.47
C -1.5046 1.2822 -0.6891 1.36 0.08 -0.56
C -0.5700 -1.0451 0.5534 -1.12 -1.82 -2.64
C -0.2058 0.3391 -0.0524 -4.20 0.95 -1.52
O 0.5414 -1.2053 -2.1722 -0.20 0.99 0.06
O 0.9163 1.2120 -2.6055 -1.11 0.69 -0.01
S 1.0416 0.1114 -1.6433 1.66 -2.26 0.41
H 1.7671 2.2057 2.2560 1.65 1.64 2.18
H 1.2297 -2.0792 -0.1142 -0.10 -0.41 -0.28
H 0.5779 -2.6824 1.4650 -0.08 -0.54 0.24
H 1.3627 -1.0239 1.3255 -0.68 -2.06 -0.61
H -2.5173 0.7564 -0.7129 1.58 0.47 -0.15
H -1.0327 1.5109 -1.7148 -1.41 -0.55 0.97
H -1.6707 2.3641 -0.3061 0.53 -1.99 0.22
H -1.2166 -1.0582 1.4235 0.13 0.74 0.54
H -1.2258 -1.6721 -0.1824 1.13 1.36 0.68
```
Forces are in eV/Å.

## Properties
- total charge = -1
- spin multiplicity = 1
- DFT total energy (eV) = -21295.871
- ΔE to the lowest compared entry with this formula, charge and spin (kJ/mol) = 244.0

No. 9
Formula: C6H9O4
Source: the OMol25 dataset
Level of theory: wB97M-V/def2-TZVPD

```
19
Properties=species:S:1:pos:R:3:forces:R:3
O 2.1622 -2.3327 1.0205 0.41 0.59 -0.43
C 2.3953 -1.3846 0.3124 -0.25 -0.99 1.44
O 2.1908 -0.1239 0.7316 -0.13 -0.12 -0.58
C 1.6862 0.7611 -0.2985 -0.09 0.14 -0.10
C 0.1910 1.0918 -0.1546 0.90 -0.17 0.15
C -0.5862 0.1221 0.7187 -0.59 0.49 -0.42
C -2.0924 0.2477 0.4104 0.76 0.07 -0.17
C -2.3498 -0.6447 -0.8137 -0.39 -0.17 -0.46
O -2.0806 -0.1765 -1.9491 0.18 0.38 0.10
O -2.7522 -1.7940 -0.5549 -0.14 -0.36 0.18
H 2.8627 -1.5357 -0.6688 -0.21 0.47 -0.31
H 2.2900 1.6621 -0.2720 0.18 0.10 0.09
H 1.8426 0.2883 -1.2639 0.14 -0.17 -0.17
H -0.2086 1.0872 -1.1610 -0.39 0.05 -0.16
H 0.1039 2.0912 0.2611 -0.15 0.25 0.04
H -0.3715 0.3578 1.7559 0.11 -0.28 0.27
H -0.3168 -0.8972 0.4836 0.26 -0.38 0.28
H -2.6655 -0.1138 1.2506 -0.29 -0.03 0.20
H -2.3012 1.2938 0.1917 -0.29 0.13 0.05
```
Forces are in eV/Å.

## Properties
- SMILES string = O=COCCCCC(=O)[O-]
- total charge = -1
- spin multiplicity = 1
- DFT total energy (eV) = -14559.126
- ΔE to the lowest compared entry with this formula, charge and spin (kJ/mol) = 0.0

No. 10
Formula: C6H9PS2
Source: the OMol25 dataset
Level of theory: wB97M-V/def2-TZVPD

```
18
Properties=species:S:1:pos:R:3:forces:R:3
C 0.8378 1.0437 -0.2547 0.36 -0.08 0.08
C -0.5904 1.2541 -0.2536 -0.90 0.10 0.05
C 1.5138 -0.0306 0.1880 -0.16 -0.04 -0.07
C -1.5270 0.2914 -0.1021 0.54 -0.19 -0.20
C -3.0201 0.4080 -0.0152 -0.19 0.28 0.08
C 3.0095 -0.1268 0.2783 -0.08 0.53 -0.22
P -1.2691 -1.4486 -0.0079 0.35 -0.89 0.37
S -3.4812 -1.3724 0.2219 0.06 0.12 -0.30
S 3.7690 -1.6782 -0.2980 -0.15 0.04 -0.04
H 1.4013 1.8944 -0.6247 0.21 -0.01 0.00
H -0.9353 2.2722 -0.3861 0.04 0.15 0.02
H 0.9757 -0.8694 0.6183 -0.03 -0.07 0.07
H -3.5178 0.7818 -0.9084 0.01 0.06 0.03
H -3.3794 0.9405 0.8664 -0.02 0.04 -0.10
H 3.3459 0.0421 1.3046 -0.01 0.00 -0.10
H 3.4532 0.6557 -0.3478 0.02 -0.10 0.17
H -3.9499 -1.6479 -1.0223 -0.04 0.18 0.14
H 3.3640 -2.4102 0.7432 -0.01 -0.14 0.04
```
Forces are in eV/Å.

## Properties
- total charge = 0
- spin multiplicity = 1
- DFT total energy (eV) = -37324.111
- ΔE to the lowest compared entry with this formula, charge and spin (kJ/mol) = 63.7

Number 1: F_max 0.77 eV/Å. Number 2: F_max 5.70 eV/Å. Number 3: F_max 2.87 eV/Å. Number 4: F_max 8.03 eV/Å. Number 5: F_max 3.73 eV/Å. Number 6: F_max 4.90 eV/Å. Number 7: F_max 0.60 eV/Å. Number 8: F_max 4.57 eV/Å. Number 9: F_max 1.77 eV/Å. Number 10: F_max 1.03 eV/Å.